P.
ORCA calculation (ωB97M-V/def2-TZVPD) on the ion C11H14NO2 with charge +1.

Summary:
frontier orbital gap: 8.9 eV
E_HOMO: -11.81 eV
SMILES: C[N@@H+](CCC=O)C1=CCc2occc21

```
! wB97M-V def2-TZVPD RIJCOSX def2/J DEFGRID3
* xyz 1 1
C -2.452 -1.440 0.819
H 4.754 0.291 -0.223
C -2.325 1.909 -0.596
H 1.612 -0.197 2.041
C -2.804 0.551 -0.075
H 1.577 0.602 -1.813
N 0.776 0.147 0.137
H 1.347 -1.840 1.071
H -4.616 -1.856 0.786
O 3.197 1.242 0.660
C 2.862 -0.662 -0.728
H 2.964 -1.476 -0.038
C -1.788 -0.278 0.358
H -2.725 2.792 -0.172
H 0.018 2.308 -0.853
C 1.006 -0.783 1.361
C -0.897 1.714 -0.425
C -3.775 -1.195 0.572
H 1.184 1.126 0.271
H -2.006 -2.363 1.151
C 3.622 0.410 -0.090
H -2.692 1.967 -1.707
C 1.445 -0.311 -1.083
C -0.628 0.511 0.030
H 0.073 -1.058 1.745
H 3.369 -0.973 -1.648
H 0.919 -1.149 -1.567
O -4.020 0.011 0.016
*
```

***

Q.
ORCA calculation (ωB97M-V/def2-TZVPD) on a structure of composition C11H14NO2.

Summary:
frontier orbital gap: 8.0 eV
E_HOMO: -12.21 eV

```
! wB97M-V def2-TZVPD RIJCOSX def2/J DEFGRID3
* xyz 1 1
H -0.889 4.615 1.143
H -2.583 0.643 0.280
H 4.661 -1.881 0.398
O -0.987 2.817 -0.023
C 1.438 -0.688 -0.169
H 3.433 1.973 -0.473
C -2.965 -1.565 -0.638
O 5.502 0.188 0.155
N -0.802 -0.232 -0.003
C 1.875 0.648 -0.342
H -1.982 -2.464 1.176
C 3.781 -1.371 0.115
C 0.116 -1.099 -0.158
C 2.399 -1.701 0.122
C 4.138 -0.023 -0.041
C -2.147 -0.397 0.155
H -3.980 -1.316 -0.925
H -2.311 -2.053 -1.291
H -0.525 0.801 -0.242
C 3.215 0.975 -0.395
H 1.174 1.452 -0.719
H 5.796 0.997 -0.164
H -3.458 -1.417 1.603
C -1.071 4.011 0.138
H 2.026 -2.799 0.290
H -0.251 -2.447 -0.205
C -2.640 -1.654 0.910
H -1.135 4.748 -0.721
*
```

***

Relative energy table, unit eV: P 0.000; Q 0.750

***

P.
ORCA calculation (ωB97M-V/def2-TZVPD) on the ion C7H11O with charge -1.

Summary:
frontier orbital gap: 4.6 eV
E_HOMO: -0.72 eV

```
! wB97M-V def2-TZVPD RIJCOSX def2/J DEFGRID3
* xyz -1 1
C -2.137 1.163 -0.072
H -0.180 -0.223 -1.819
H -0.304 -0.855 1.079
H -0.852 -1.772 -1.220
C -2.185 -0.076 -1.057
H -2.228 2.074 -0.734
H 1.588 1.171 -0.226
H 3.994 -0.927 1.836
O -0.979 1.012 0.690
C 1.241 0.321 0.330
H -2.587 0.360 -1.972
H 1.696 -1.444 1.344
H -2.711 -0.943 -0.706
H 3.920 0.541 0.688
C -0.174 -0.104 0.271
H -3.025 1.307 0.594
C -0.744 -0.706 -1.025
C 3.485 -0.292 1.151
C 2.182 -0.606 0.849
*
```

***

Q.
ORCA calculation (ωB97M-V/def2-TZVPD) on the ion C7H11O with charge -1.

Summary:
frontier orbital gap: 5.7 eV
E_HOMO: -2.23 eV
SMILES: C=CC(=C)CCC[O-]

```
! wB97M-V def2-TZVPD RIJCOSX def2/J DEFGRID3
* xyz -1 1
C 2.233 0.195 0.621
H -0.215 1.998 -0.269
H -2.352 0.626 -1.476
C -1.554 0.387 0.530
H 4.245 1.015 0.777
H -1.505 -0.543 1.147
C -2.272 -0.176 -0.725
H 3.841 0.133 -0.781
H 1.958 -1.404 -1.115
O -3.376 -0.873 -0.478
H -1.484 -0.771 -1.369
C 0.958 0.189 -0.070
C 1.084 -1.088 -0.522
C -0.222 1.070 0.407
H -2.340 0.911 1.073
H 1.972 0.149 1.697
H 0.162 1.403 1.380
H 0.434 -1.919 -0.262
C 3.572 0.325 0.254
*
```

***

Relative energy table, unit eV: P 0.000; Q 2.138

***

P.
ORCA calculation (ωB97M-V/def2-TZVPD) on the ion C6H10N with charge +1.

Summary:
frontier orbital gap: 11.0 eV
E_HOMO: -14.80 eV
SMILES: C=C=C1C[N+]1(C)C

```
! wB97M-V def2-TZVPD RIJCOSX def2/J DEFGRID3
* xyz 1 1
C 0.796 -1.218 -0.038
H 3.193 0.924 -0.567
C -0.575 0.236 1.233
H -0.553 -0.161 -2.136
C 1.953 -0.633 -0.039
H 0.107 1.213 -1.162
H 2.712 0.683 1.312
H -1.615 0.808 -1.397
C 2.581 0.517 0.190
H -0.667 1.245 1.220
C -0.473 -1.880 -0.020
H 0.313 0.004 1.768
H -0.832 -2.256 0.944
N -0.399 -0.356 -0.125
H -0.856 -2.438 -0.897
C -0.608 0.442 -1.221
H -1.506 -0.170 1.760
*
```

***

Q.
ORCA calculation (ωB97M-V/def2-TZVPD) on the ion C6H10N with charge +1.

Summary:
frontier orbital gap (spin up / spin down): 8.2 / 8.2 eV
E_HOMO (spin up / spin down): -13.90 / -13.90 eV
SMILES: CC(C)=C[N+]1=CC1

```
! wB97M-V def2-TZVPD RIJCOSX def2/J DEFGRID3
* xyz 1 1
H 3.122 0.962 1.008
H -2.376 1.905 0.017
H 0.117 -1.731 0.155
H 3.291 1.067 -0.830
H 0.163 1.923 0.187
C 2.875 0.602 0.006
H -3.117 0.480 -0.806
C 0.036 0.832 -0.003
H -1.359 -1.962 -0.912
C -2.389 0.781 0.018
H -1.507 -1.778 0.920
C -1.076 0.041 -0.277
H -2.885 0.451 0.888
N 1.401 0.255 -0.043
H 2.345 -1.721 -0.375
C -0.937 -1.399 0.009
C 2.297 -0.707 0.037
*
```

***

R.
ORCA calculation (ωB97M-V/def2-TZVPD) on a cluster of 2 separate species, C6H10N in total.

Summary:
frontier orbital gap: 8.9 eV
E_HOMO: -14.07 eV

```
! wB97M-V def2-TZVPD RIJCOSX def2/J DEFGRID3
* xyz 1 1
H -0.850 -1.274 -3.309
C -0.673 -0.773 -2.332
N -0.806 -0.691 -0.054
H 2.680 0.668 -0.641
C 1.286 1.389 2.233
H -2.417 -1.267 0.913
H 1.618 2.321 2.524
H 0.758 0.803 2.948
H -1.064 -0.352 1.941
C 1.544 1.082 0.999
C -1.311 -1.158 -1.257
C 1.717 0.889 -0.297
H 0.164 -0.214 0.043
C -1.491 -0.667 1.026
H 0.913 1.131 -1.028
H 0.025 0.030 -2.478
H -2.096 -1.917 -1.231
*
```

***

S.
ORCA calculation (ωB97M-V/def2-TZVPD) on a structure of composition C6H10N.

Summary:
frontier orbital gap: 9.6 eV
E_HOMO: -14.73 eV

```
! wB97M-V def2-TZVPD RIJCOSX def2/J DEFGRID3
* xyz 1 1
H -0.692 2.220 0.154
C -1.482 -1.145 -0.020
H -1.527 -1.195 -1.105
H -1.555 1.345 -1.129
H 2.265 2.060 -0.311
H -0.534 0.107 1.502
H -2.516 -1.112 0.336
H 1.587 -1.876 0.564
H 2.427 -1.490 -0.989
H -2.304 1.606 0.444
C -0.838 0.093 0.459
C 1.908 -1.095 -0.122
C 2.056 1.013 -0.245
H -1.030 -2.048 0.380
N 2.559 0.046 0.479
C -1.359 1.388 -0.060
C 1.038 0.083 -0.339
*
```

***

Relative energy table, unit eV: P 0.858; Q 0.376; R 0.000; S 1.005

***

P.
ORCA calculation (ωB97M-V/def2-TZVPD) on a cluster of 2 separate species, C6H10N in total.

Summary:
frontier orbital gap: 8.4 eV
E_HOMO: -13.51 eV

```
! wB97M-V def2-TZVPD RIJCOSX def2/J DEFGRID3
* xyz 1 1
H 2.968 1.609 0.818
H -1.534 -1.950 -1.598
H -0.039 -1.478 3.206
H -2.299 -1.496 -0.395
C -0.447 -0.503 -0.565
N -0.378 -1.607 2.207
H 0.393 -1.092 -0.078
H 2.166 3.421 -1.595
H -0.776 1.344 -1.573
H -2.380 -0.279 -1.421
C -1.650 -1.010 -1.074
C -0.036 0.910 -0.867
H 0.131 -2.468 1.929
H -1.417 -1.688 2.285
C 1.910 2.801 -0.814
C 1.066 1.607 -0.531
C 2.321 1.878 0.069
*
```

***

Q.
ORCA calculation (ωB97M-V/def2-TZVPD) on the ion C6H10N with charge +1.

Summary:
frontier orbital gap: 9.7 eV
E_HOMO: -13.49 eV

```
! wB97M-V def2-TZVPD RIJCOSX def2/J DEFGRID3
* xyz 1 1
H 1.300 0.795 -1.404
H -0.737 1.292 1.921
C -2.630 -0.131 0.218
C -1.159 0.474 -0.232
H -2.504 -1.207 0.426
H -1.141 1.177 -1.069
N 1.344 0.219 -0.458
C 1.174 1.020 0.804
C -0.203 1.072 0.978
H -2.965 0.306 1.167
H -0.177 -1.247 0.509
H -3.355 0.155 -0.604
H 2.388 -1.455 -1.382
C 0.042 -0.304 0.093
H 2.828 -1.327 0.406
H 3.324 -0.106 -0.823
C 2.471 -0.731 -0.550
*
```

***

Relative energy table, unit eV: P 0.000; Q 1.219